Density functional theory data (ωB97M-V with the def2-TZVPD basis set) for a 7-piece molecular cluster, C46H44FO17PS2 overall at a distorted geometry.

Structure (XYZ):
```
111
C46H44FO17PS2 (ωB97M-V with the def2-TZVPD basis set)
C 0.6641 -0.0894 2.5091
C 1.8108 -1.2437 2.3543
S 1.5925 -2.3990 3.7806
C 0.7523 -3.9686 3.3045
C -0.7207 -3.8576 2.6947
C -0.7133 -3.3099 1.1582
C 0.2706 -4.1179 0.1888
F 1.1825 -3.2145 -0.5560
C -1.2656 -5.3971 2.5846
C -2.7552 -5.5244 1.9985
C -2.7412 -5.8772 0.4011
O -3.5124 -6.6301 2.6050
O -1.6484 -2.9951 3.3952
C -1.6200 -3.1061 4.8052
O -1.1902 -2.1074 5.4482
P -2.2351 -4.5384 5.8747
O -2.7613 -3.8169 7.3465
O -3.6149 -5.3222 5.2552
S -0.8111 -5.7849 6.4130
H 0.8468 0.7963 1.8139
H 0.7235 0.2416 3.6172
H -0.3991 -0.5202 2.3926
H 2.8102 -0.6627 2.3837
H 1.7213 -1.7173 1.3215
H 0.6666 -4.6074 4.2677
H 1.4855 -4.5608 2.6345
H -1.7736 -3.3198 0.6969
H -0.3917 -2.2014 1.1005
H -0.3951 -4.5862 -0.6337
H 0.8187 -4.9963 0.6683
H -1.2527 -5.9322 3.6081
H -0.5876 -6.0426 1.9098
H -3.2793 -4.5154 2.1085
H -1.7352 -6.3263 0.0756
H -2.9246 -4.9266 -0.2122
H -3.5585 -6.6384 0.1335
H -4.3904 -6.2190 2.7787
H -1.9485 -3.5386 7.8479
H -3.7527 -6.0984 5.8570
C 1.0054 4.1481 0.0219
C 1.8432 5.0445 -0.5003
C 2.9234 4.6372 -1.4234
O 3.6902 5.4549 -1.8993
C 3.0383 3.1993 -1.7465
C 2.2005 2.3030 -1.2242
C 1.1202 2.7102 -0.3011
O 0.3536 1.8925 0.1746
H 0.2091 4.4284 0.7001
H 1.7726 6.1015 -0.2749
H 3.8346 2.9191 -2.4247
H 2.2712 1.2460 -1.4498
C -0.7205 -2.8609 -2.7972
C -1.0853 -1.5815 -2.9062
C -2.2874 -1.1894 -3.6727
O -2.6213 -0.0234 -3.7738
C -3.0690 -2.2699 -4.3107
C -2.7041 -3.5474 -4.2013
C -1.5031 -3.9386 -3.4365
O -1.1714 -5.1055 -3.3340
H 0.1539 -3.1680 -2.2387
H -0.5239 -0.7792 -2.4429
H -3.9482 -1.9669 -4.8663
H -3.2667 -4.3503 -4.6620
C 3.2017 10.2508 -4.7374
C 4.4864 10.3884 -5.0673
C 5.5067 9.4286 -4.5944
O 6.6805 9.5545 -4.8940
C 5.0476 8.3102 -3.7437
C 3.7629 8.1723 -3.4137
C 2.7428 9.1321 -3.8865
O 1.5696 9.0058 -3.5873
H 2.4415 10.9445 -5.0742
H 4.8390 11.2011 -5.6902
H 5.8077 7.6161 -3.4069
H 3.4109 7.3593 -2.7912
C 1.8895 -0.9569 9.8318
C 0.9340 -1.8781 9.7044
C -0.3437 -1.5681 9.0303
O -1.2183 -2.4086 8.9151
C -0.5222 -0.2002 8.5014
C 0.4330 0.7214 8.6284
C 1.7117 0.4124 9.3027
O 2.5844 1.2516 9.4174
H 2.8315 -1.1660 10.3231
H 1.0480 -2.8856 10.0852
H -1.4643 0.0080 8.0099
H 0.3184 1.7285 8.2473
C -5.6331 -2.7456 -1.6959
C -5.3575 -3.0111 -0.4198
C -6.2041 -3.9211 0.3744
O -5.9495 -4.1593 1.5401
C -7.3710 -4.5293 -0.3003
C -7.6482 -4.2639 -1.5785
C -6.7981 -3.3515 -2.3738
O -7.0468 -3.1100 -3.5399
H -5.0195 -2.0795 -2.2894
H -4.5067 -2.5750 0.0898
H -7.9811 -5.1952 0.2970
H -8.4985 -4.6999 -2.0881
C 5.8027 6.0192 -7.5895
C 5.4400 7.2952 -7.7261
C 4.2296 7.6713 -8.4866
O 3.8992 8.8357 -8.6130
C 3.4360 6.5787 -9.0885
C 3.7986 5.3025 -8.9521
C 5.0093 4.9264 -8.1913
O 5.3396 3.7622 -8.0646
H 6.6864 5.7261 -7.0364
H 6.0097 8.1076 -7.2909
H 2.5523 6.8720 -9.6414
H 3.2293 4.4904 -9.3870
```

Results
Gap between HOMO and LUMO ... 6.5 eV
Multiplicity ... 1
Molar mass ... 982.95 g/mol
Strongest force on any atom ... 0.10542 Eh/bohr
SMILES ... CCSC[C@@](CCF)(C[C@@H](C)O)OC(=O)P(O)(O)=S.O=C1C=CC(=O)C=C1.O=C1C=CC(=O)C=C1.O=C1C=CC(=O)C=C1.O=C1C=CC(=O)C=C1.O=C1C=CC(=O)C=C1.O=C1C=CC(=O)C=C1
LUMO energy ... -1.981 eV
Charge ... 0
Calculated total energy ... -116891.1179 eV


Density functional theory data (ωB97M-V with the def2-TZVPD basis set) for a 2-piece molecular cluster, C5H15N2 overall.

Structure (XYZ):
```
22
C5H15N2 (ωB97M-V with the def2-TZVPD basis set)
C 2.9616 0.5653 1.0551
C 1.7052 -0.2399 0.7752
N 1.6251 -0.7233 -0.6359
H 3.0461 1.3900 0.3468
H 2.9506 0.9815 2.0583
H 3.8488 -0.0519 0.9122
H 1.6485 -1.1155 1.4205
H 0.8158 0.3598 0.9736
H 2.3572 -1.4193 -0.7802
H 1.8794 0.0517 -1.2439
C -2.9264 1.5816 0.0529
C -2.0699 0.5784 -0.6424
C -1.8003 -0.6141 -0.1550
N -0.8817 -1.5353 -0.8524
H -3.3463 1.2150 0.9829
H -2.3427 2.4823 0.2384
H -3.7400 1.9114 -0.5962
H -1.6469 0.8901 -1.5914
H -2.2292 -1.0325 0.7416
H -1.1548 -1.6452 -1.8270
H 0.2148 -1.1693 -0.8014
H -0.9150 -2.4608 -0.4316
```

Results
Gap between HOMO and LUMO ... 10.9 eV
Multiplicity ... 1
Molar mass ... 103.19 g/mol
ΔE to the lowest compared entry with this formula, charge and spin ... 0.671 eV
Strongest force on any atom ... 0.00978 Eh/bohr
LUMO energy ... -2.860 eV
Charge ... +1
Calculated total energy ... -8402.0057 eV


Density functional theory data (ωB97M-V with the def2-TZVPD basis set) for CH5N4P as an isolated structure at a distorted geometry.

Structure (XYZ):
```
11
CH5N4P (ωB97M-V with the def2-TZVPD basis set)
C -0.4053 0.1081 0.6436
N -1.1946 1.2054 0.6527
N -2.0269 1.1660 -0.2587
N -1.0502 -0.9061 -0.2166
N -1.9425 0.0131 -0.9187
P 1.5315 0.6228 -0.4636
H -0.1131 -0.1688 1.6779
H -0.2536 -1.1165 -0.8027
H -2.8765 -0.4917 -1.0253
H 2.0091 -0.6150 0.0331
H 2.4266 1.3596 0.4221
```

Results
Gap between HOMO and LUMO ... 8.4 eV
Multiplicity ... 1
Molar mass ... 104.05 g/mol
ΔE to the lowest compared entry with this formula, charge and spin ... 2.246 eV
Strongest force on any atom ... 0.07428 Eh/bohr
LUMO energy ... -0.037 eV
Charge ... 0
Calculated total energy ... -16362.8561 eV


Density functional theory data (ωB97M-V with the def2-TZVPD basis set) for an isolated ion of composition C6H20N4P and charge +1 at a distorted geometry.

Structure (XYZ):
```
31
C6H20N4P (ωB97M-V with the def2-TZVPD basis set)
C -0.5932 2.2682 0.8506
C 0.8005 2.4167 -1.1828
C -1.0518 -2.3028 -0.7251
C -1.5829 -0.1294 -2.0189
C -0.4897 -1.2852 2.2145
C 1.9506 -1.0408 1.7531
N 1.7868 -0.3582 -1.1665
N 0.2180 1.5423 -0.1322
N -1.0665 -0.7735 -0.7041
N 0.5021 -0.6785 1.3361
P 0.2648 -0.0489 -0.1585
H -1.4356 2.8069 0.4599
H -0.8748 1.4774 1.5460
H 0.1937 2.9202 1.4146
H 0.6389 3.4930 -0.8881
H 1.8662 2.1914 -1.3064
H 0.2733 2.3366 -2.1612
H -0.7289 -2.6746 -1.7788
H -0.3350 -2.5660 0.1241
H -2.0727 -2.6802 -0.4702
H -1.7421 -0.8958 -2.7861
H -2.5557 0.2740 -1.7643
H -0.9347 0.6865 -2.3996
H -0.0287 -1.1287 3.1689
H -1.4629 -0.9076 1.9796
H -0.2741 -2.4206 2.1508
H 2.0108 -0.7840 2.7778
H 1.9597 -2.1424 1.7336
H 2.5899 -0.6002 1.0147
H 2.5910 0.0445 -0.8983
H 1.9143 -1.3238 -1.3740
```

Results
Gap between HOMO and LUMO ... 10.6 eV
Multiplicity ... 1
Molar mass ... 179.23 g/mol
ΔE to the lowest compared entry with this formula, charge and spin ... 0.000 eV
Strongest force on any atom ... 0.13369 Eh/bohr
SMILES ... CN(C)P(N)(N(C)C)=[N+](C)C
LUMO energy ... -2.396 eV
Charge ... +1
Calculated total energy ... -21788.8674 eV